[1]
C17H25BBrCrN10S2 | ωB97M-V/def2-TZVPD

- relative energy (zero: lowest compared OMol25 entry of this formula, charge and spin) (eV) = 0.614
- gap between HOMO and LUMO (spin up / spin down) (Ha) = 0.2404 / 0.2598
- HOMO (spin up / spin down) (Ha) = -0.5094 / -0.5090
- M (g/mol) = 576.303
- total charge = +2
- expectation value of S² = 0.787
- multiplicity = 2

Last column: Mulliken spin population.
Atoms and positions in Å:
1 Cr -0.22822 0.30710 0.43915  1.035
2 C 5.24785 1.11443 -0.43715  0.000
3 C 4.10587 0.86569 0.51193  0.000
4 C 4.28428 0.77352 1.89225  0.002
5 C 3.20520 0.55086 2.74230  -0.006
6 C 1.97407 0.41246 2.15605  -0.005
7 Br 0.39090 0.05047 3.13639  -0.001
8 N 1.77093 0.49225 0.84486  0.005
9 C 2.81365 0.72483 0.03352  0.013
10 H 6.19844 1.13426 0.09063  0.000
11 H 5.12277 2.07128 -0.94776  0.000
12 H 5.29574 0.34027 -1.20446  0.000
13 H 5.27677 0.88233 2.31433  0.000
14 H 3.31569 0.49242 3.81667  0.000
15 H 2.58626 0.80776 -1.02428  -0.001
16 B 0.01022 2.87076 -2.07556  -0.003
17 N -0.13694 1.33694 -2.37853  0.023
18 C -0.14975 0.89434 -3.62712  0.011
19 C -0.15887 -0.49955 -3.63105  0.007
20 C -0.15538 -0.84496 -2.30448  0.004
21 N -0.15499 0.27537 -1.52477  -0.039
22 N 0.02947 3.15411 -0.54159  0.014
23 C 0.16395 4.38452 -0.05513  0.010
24 C -0.01680 4.35774 1.32296  0.006
25 C -0.25873 3.03335 1.60875  0.005
26 N -0.23336 2.29499 0.47137  -0.062
27 H -0.93466 3.43871 -2.57008  0.001
28 H 1.06239 3.24655 -2.54219  0.001
29 H -0.13896 1.59373 -4.45144  0.001
30 H -0.15963 -1.15662 -4.48663  0.000
31 H -0.16192 -1.82915 -1.88093  -0.001
32 H 0.36167 5.21327 -0.72081  0.001
33 H 0.03129 5.18160 2.01703  0.000
34 H -0.49762 2.58859 2.55959  0.000
35 N -4.54813 1.67261 -0.04942  -0.001
36 C -3.86334 0.56001 0.14600  -0.004
37 N -4.21080 -0.55039 -0.48767  -0.002
38 S -2.55992 0.55357 1.27631  -0.002
39 H -5.39337 1.69713 -0.59990  0.000
40 H -4.28867 2.50133 0.45929  0.001
41 H -5.02396 -0.60616 -1.08143  0.000
42 H -3.69514 -1.38971 -0.28487  -0.001
43 C -3.35728 -4.71755 1.23315  0.000
44 C -2.57513 -4.35544 -0.03879  0.000
45 C -1.34284 -3.56252 0.26555  0.000
46 N -1.23732 -2.28722 0.16127  0.000
47 N 0.01360 -1.80388 0.54327  -0.010
48 C 0.83994 -2.76271 0.89898  -0.001
49 N 2.11868 -2.58402 1.28333  -0.001
50 S 0.11745 -4.32188 0.84046  -0.001
51 H -4.26819 -5.25589 0.97206  0.000
52 H -3.62910 -3.82393 1.79782  0.000
53 H -2.76637 -5.36433 1.88357  0.000
54 H -3.18314 -3.76594 -0.72515  0.000
55 H -2.29611 -5.26588 -0.56988  0.000
56 H 2.59564 -1.73633 1.03789  0.000
57 H 2.69190 -3.38509 1.48431  0.000

Forces on atoms 1 to 6 (eV/Å):
-0.737 -0.295 -0.643
-0.092 0.015 0.030
0.239 0.000 -0.012
-0.019 0.014 0.073
0.178 0.056 0.070
-0.094 0.029 0.031

***

[2]
C17H25BN | ωB97M-V/def2-TZVPD

- relative energy (zero: lowest compared OMol25 entry of this formula, charge and spin) (eV) = 0.205
- gap between HOMO and LUMO (Ha) = 0.2728
- HOMO (Ha) = -0.4489
- M (g/mol) = 254.206
- total charge = +1

Last column: Mulliken charge in e.
Atoms and positions in Å:
1 C -4.77354 -0.09587 5.32206  -1.365
2 C -3.36263 0.28582 5.64816  0.975
3 C -3.06922 1.61148 6.02596  -0.652
4 C -1.77135 1.99402 6.32688  -0.563
5 C -0.70141 1.06270 6.24618  0.429
6 C 0.60476 1.41834 6.75673  -0.563
7 C 1.85660 1.09337 6.09410  0.760
8 C 3.05355 1.53172 6.72625  -0.638
9 C 4.28669 1.04029 6.32193  -0.458
10 C 4.38972 0.11861 5.28110  -0.480
11 C 3.21506 -0.29948 4.63828  -0.699
12 C 1.96221 0.25378 4.94404  -0.516
13 C -0.99915 -0.26202 5.84995  -0.316
14 C -2.32318 -0.66086 5.64615  -1.027
15 H -4.83828 -1.14350 4.94950  0.343
16 H -5.48755 -0.03044 6.16886  0.318
17 H -5.14862 0.57384 4.51368  0.350
18 H -3.88424 2.34585 6.08461  0.395
19 H -1.55317 3.02351 6.61874  0.423
20 H 0.64483 2.28744 7.43051  0.477
21 H 2.96076 2.28597 7.52921  0.766
22 H 5.20304 1.41820 6.83169  0.363
23 H 5.36121 -0.30020 5.02079  0.409
24 H 3.26324 -1.08373 3.86435  0.407
25 H 1.07005 0.00478 4.36015  0.770
26 H -0.18775 -0.98065 5.78806  0.588
27 H -2.53728 -1.71714 5.47692  0.327
28 C 1.82894 -1.68360 10.70634  -0.875
29 N 2.04410 -0.81271 9.51136  -0.412
30 C 2.77603 0.42715 9.91361  -0.655
31 C 2.88363 -1.52383 8.50398  -0.684
32 B 0.62770 -0.47872 8.92129  0.603
33 H 0.79307 0.51079 8.08333  -0.396
34 H 2.81684 -1.89089 11.16659  0.340
35 H 1.16371 -1.15843 11.41958  0.351
36 H 1.33296 -2.61899 10.38355  0.383
37 H 3.73643 0.09348 10.34264  0.389
38 H 2.97495 1.05205 9.02410  0.136
39 H 2.18779 1.00385 10.63961  0.338
40 H 3.89363 -1.61289 8.93039  0.372
41 H 2.47676 -2.50981 8.27706  0.325
42 H 2.92006 -0.91677 7.58624  0.221
43 H 0.20266 -1.45860 8.39850  -0.101
44 H -0.09416 -0.18329 9.84219  -0.155

Forces on atoms 1 to 6 (eV/Å):
-0.715 -0.506 -0.640
0.274 0.014 0.756
0.124 0.085 -0.305
0.224 -0.274 0.246
-0.855 -0.219 0.121
-0.044 0.258 -0.096

***

[3]
C17H25ClFeGeN3O2S2 | ωB97M-V/def2-TZVPD

- relative energy (zero: lowest compared OMol25 entry of this formula, charge and spin) (eV) = 0.289
- gap between HOMO and LUMO (spin up / spin down) (Ha) = 0.1643 / 0.1820
- HOMO (spin up / spin down) (Ha) = -0.0776 / -0.0954
- M (g/mol) = 531.448
- total charge = -1
- expectation value of S² = 6.022
- multiplicity = 5

Last column: Mulliken spin population.
Atoms and positions in Å:
1 Fe -0.19004 -0.08350 -1.60760  3.642
2 S -1.46662 4.49340 -0.87147  0.004
3 C -1.48606 2.86455 -1.44881  0.003
4 N -0.64420 2.05899 -0.91993  -0.003
5 C 0.14851 2.72695 0.02983  0.040
6 C 1.18157 2.13882 0.75487  -0.089
7 C 1.86089 2.92823 1.66013  0.006
8 C 1.52847 4.28055 1.84139  0.001
9 C 0.51789 4.87185 1.11480  -0.001
10 C -0.17239 4.07380 0.19844  -0.001
11 H -2.19979 2.54249 -2.19765  -0.005
12 H 1.41296 1.08934 0.55513  -0.011
13 H 2.66940 2.49469 2.23531  0.001
14 H 2.08033 4.87475 2.55977  0.000
15 H 0.26998 5.91697 1.24723  0.000
16 C 3.14271 -1.00881 1.89805  0.027
17 Ge 1.32290 -1.64277 1.40892  0.032
18 C 1.47351 -3.59587 1.71163  0.029
19 C 0.26093 -1.01375 2.96437  0.008
20 C 0.73462 -1.13058 -0.28221  0.250
21 H 3.52145 -1.52847 2.78511  -0.002
22 H 3.12703 0.06386 2.11196  -0.006
23 H 3.83072 -1.17665 1.06656  -0.001
24 H 1.82432 -3.82614 2.72387  -0.002
25 H 2.18057 -4.01872 0.99335  0.002
26 H 0.50744 -4.08379 1.55724  -0.003
27 H 0.86628 -1.08965 3.87313  0.000
28 H -0.63786 -1.61706 3.11875  0.001
29 H -0.03577 0.03268 2.83778  -0.002
30 H 1.42365 -1.63154 -0.99304  -0.032
31 Cl 3.14516 -1.17847 -5.27330  0.001
32 C 1.84949 0.06445 -5.13490  0.003
33 C 1.08219 -0.05066 -3.82228  0.001
34 O 0.41735 -1.08120 -3.61192  0.020
35 O 1.13104 0.94279 -3.04724  0.029
36 H 1.16905 -0.10647 -5.96475  0.001
37 H 2.32563 1.03470 -5.21533  0.001
38 C -3.43579 0.47230 0.42518  0.008
39 N -3.16711 -0.86226 -0.05308  -0.003
40 C -2.68846 -1.85570 0.90986  0.039
41 C -2.11538 -2.96874 0.02122  -0.026
42 N -2.26779 -2.41345 -1.32061  0.016
43 C -2.67822 -1.13331 -1.27472  -0.008
44 S -2.65049 -0.10094 -2.62348  0.018
45 H -4.21081 0.42791 1.19211  0.001
46 H -3.78017 1.09006 -0.40055  0.002
47 H -2.53313 0.91706 0.85589  0.003
48 H -3.50058 -2.18653 1.55950  0.000
49 H -1.90417 -1.40254 1.51642  -0.021
50 H -2.65408 -3.91163 0.11698  0.000
51 H -1.04892 -3.10223 0.21570  0.022
52 H -1.53818 -2.59974 -1.99759  0.008

Forces on atoms 1 to 6 (eV/Å):
0.593 0.328 0.109
-0.071 0.199 -0.024
-0.256 0.001 -0.153
0.415 0.069 0.356
-0.250 -0.284 -0.331
0.122 -0.018 0.044

***

[4]
C17H25ClNO2 | ωB97M-V/def2-TZVPD

- gap between HOMO and LUMO (Ha) = 0.1760
- HOMO (Ha) = -0.3855
- M (g/mol) = 310.845
- total charge = +1

Last column: Mulliken charge in e.
Atoms and positions in Å:
1 Cl -2.10140 -3.07208 -5.06967  -0.143
2 C -1.05054 -2.67261 -3.78957  0.489
3 C -0.56807 -1.36039 -3.67079  -1.035
4 C 0.27566 -1.02675 -2.61629  -0.194
5 C 0.65578 -1.99414 -1.64621  0.722
6 C 1.63521 -1.66539 -0.65127  1.035
7 C 2.10658 -2.63289 0.39272  -0.945
8 C 3.44831 -2.01994 0.95179  -0.774
9 C 3.57492 -0.73503 0.19762  -0.306
10 C 2.55617 -0.58784 -0.73634  -0.616
11 C 0.13668 -3.31609 -1.78826  -0.175
12 C -0.68383 -3.65632 -2.85847  -0.976
13 H -0.86763 -0.61011 -4.39708  0.420
14 H 0.68812 -0.01979 -2.55534  0.262
15 H 1.39533 -2.83945 1.20850  0.371
16 H 2.31578 -3.60520 -0.07849  0.412
17 H 3.38139 -1.87158 2.03752  0.302
18 H 4.29065 -2.70963 0.78245  0.402
19 H 4.41289 -0.05104 0.33624  0.462
20 H 2.50024 0.20977 -1.47457  0.435
21 H 0.44053 -4.08653 -1.07585  0.376
22 H -1.06097 -4.67080 -2.96612  0.414
23 C 0.80242 4.91412 2.76522  -0.745
24 O 0.26562 3.59457 2.59203  -0.298
25 C 1.03531 2.77725 1.72111  -0.768
26 C 0.47900 1.34307 1.70666  0.061
27 N -0.75399 1.19040 1.03689  0.117
28 C -1.57239 0.05774 1.31327  -0.307
29 C -3.03691 0.36115 0.98068  -0.642
30 O -3.02830 1.09633 -0.23467  -0.329
31 C -4.30580 1.19920 -0.85097  -0.774
32 H 0.17295 5.40553 3.51511  0.247
33 H 1.84686 4.92890 3.12674  0.296
34 H 0.79081 5.52343 1.84367  0.301
35 H 0.98697 3.17657 0.68820  0.346
36 H 2.09389 2.71486 2.05930  0.419
37 H 1.25887 0.69709 1.24581  -0.464
38 H 0.35489 0.96229 2.73807  0.429
39 H -1.15378 1.97554 0.51676  0.248
40 H -1.23555 -0.83435 0.73434  -0.012
41 H -1.48590 -0.18758 2.38470  0.385
42 H -3.59813 -0.59474 0.90778  0.386
43 H -3.45412 0.98386 1.79960  0.320
44 H -4.11327 1.60350 -1.84871  0.240
45 H -4.83190 0.23292 -0.95584  0.306
46 H -4.99935 1.87220 -0.31826  0.297

Forces on atoms 1 to 6 (eV/Å):
0.005 -0.025 -0.054
0.367 0.250 0.548
0.182 0.116 0.425
-0.021 -0.333 -0.303
-0.361 0.155 -0.253
0.709 -1.047 -0.737

***

[5]
C17H25CuN5O11P2 | ωB97M-V/def2-TZVPD

- relative energy (zero: lowest compared OMol25 entry of this formula, charge and spin) (eV) = 0.728
- gap between HOMO and LUMO (spin up / spin down) (Ha) = 0.3465 / 0.3268
- HOMO (spin up / spin down) (Ha) = -0.3435 / -0.3430
- M (g/mol) = 600.905
- expectation value of S² = 0.752
- multiplicity = 2

Last column: Mulliken spin population.
Atoms and positions in Å:
1 Cu 0.67258 -0.59092 -0.54575  0.808
2 C 3.42104 -3.16432 2.55358  0.000
3 C 2.95007 -1.86258 1.92437  0.001
4 O 3.73838 -0.74939 2.36261  0.000
5 P 3.22117 -1.84824 0.11542  0.000
6 O 4.80527 -1.80033 -0.03166  0.002
7 O 2.87420 -3.22213 -0.54778  0.000
8 O 2.60635 -0.68006 -0.60600  0.050
9 P 1.12106 -1.64838 2.20031  -0.009
10 O 1.11770 -0.05239 2.42134  -0.002
11 O 0.61199 -2.42278 3.34289  0.007
12 O 0.48928 -1.96797 0.84003  0.048
13 H 4.43814 -3.40714 2.24287  0.000
14 H 2.74710 -3.97293 2.27112  0.000
15 H 3.38466 -3.05166 3.63550  0.000
16 H 3.14431 -0.10303 2.76619  0.000
17 H 5.17321 -1.07659 0.50334  0.000
18 H 2.05350 -3.05927 -1.12362  -0.001
19 H 0.18169 0.26204 2.30686  0.000
20 N 1.02763 1.56959 -0.43883  0.010
21 C 1.31652 2.68282 -0.52530  0.001
22 N 1.62222 3.95559 -0.58209  -0.002
23 C 1.73397 4.69877 -1.83231  0.000
24 C 0.85974 5.94274 -1.73491  0.000
25 O 1.19551 6.70731 -0.59131  0.000
26 C 0.99959 5.97561 0.60504  0.000
27 C 1.87563 4.72980 0.63224  -0.001
28 H 1.42187 4.07006 -2.66377  0.000
29 H 2.77545 4.99866 -1.98109  0.000
30 H -0.19577 5.64416 -1.69071  0.000
31 H 1.01608 6.58716 -2.59810  0.000
32 H -0.05455 5.68473 0.70053  0.000
33 H 1.26192 6.64074 1.42602  0.000
34 H 1.65042 4.11935 1.50467  0.000
35 H 2.92920 5.02263 0.66388  0.000
36 O -1.53271 -0.16281 -2.79776  -0.002
37 C -1.95796 -0.10013 -1.66581  0.010
38 N -1.18848 -0.10604 -0.51796  0.065
39 C -1.97069 0.08003 0.58881  0.013
40 O -1.58574 0.26787 1.73228  -0.002
41 C -3.40509 0.07675 0.14450  0.008
42 C -4.58245 0.13101 0.85719  -0.001
43 C -5.77388 0.07312 0.13498  0.000
44 C -5.76714 -0.02143 -1.25096  0.000
45 C -4.56976 -0.06580 -1.96428  -0.001
46 C -3.39883 -0.02068 -1.23986  -0.002
47 H -4.57316 0.21275 1.93642  0.000
48 H -6.71707 0.09606 0.66538  0.000
49 H -6.70494 -0.06361 -1.79028  0.000
50 H -4.54978 -0.13502 -3.04420  0.000
51 C -2.38836 -4.22283 -0.40518  0.000
52 N -1.47240 -3.31650 -1.06286  0.001
53 C -0.18924 -3.58221 -1.33575  -0.002
54 N 0.22821 -4.86420 -1.17621  0.000
55 O 0.59015 -2.69302 -1.75942  -0.003
56 H -3.36109 -3.74217 -0.34340  0.000
57 H -2.06182 -4.46654 0.61021  0.000
58 H -2.50032 -5.13807 -0.98940  0.000
59 H -1.67430 -2.33415 -1.03908  0.001
60 H -0.29857 -5.48497 -0.58745  0.000
61 H 1.21829 -5.02903 -1.22551  0.000

Forces on atoms 1 to 6 (eV/Å):
-0.069 1.001 0.119
0.033 0.061 -0.068
-0.321 0.082 -0.353
0.169 -0.120 0.201
0.833 -0.189 -0.031
0.007 0.179 0.181